Record 1
Computed, not measured: a structure of composition C34H23FeN6O9Se, with the ωB97M-V functional and the def2-TZVPD basis.

Element x y z (Å)
Se 4.876 3.407 -0.908
Fe 1.417 0.272 0.816
O -0.133 4.142 2.499
O -0.543 0.604 -6.817
O -0.037 -0.676 -5.163
O 2.853 -0.629 1.593
O 0.306 1.122 -0.716
O -0.271 3.276 -0.288
O -1.807 5.141 -6.068
O 0.580 1.691 1.985
O -1.659 6.004 -4.105
N -0.348 0.395 -5.629
N 0.267 -0.750 2.077
N 2.800 1.544 0.089
N -0.754 -0.035 2.692
N -1.835 -0.372 -0.220
N -1.553 5.075 -4.877
C -3.014 -3.495 1.286
C 2.449 -1.006 -1.479
C -1.973 -4.363 0.983
C -0.090 2.299 -0.998
C -2.959 -2.175 0.879
C -1.085 3.782 -4.345
C 0.581 -2.894 -2.103
C -2.022 4.471 3.825
C -0.221 1.360 -3.357
C -1.380 2.210 3.247
C 0.410 -2.133 -0.932
C -0.820 3.662 -2.992
C -0.461 1.235 2.596
C 1.659 -2.726 -2.948
C 3.602 2.280 -0.302
C -1.860 -1.673 0.163
C -3.354 2.624 4.600
C -0.790 -2.541 -0.132
C -2.490 1.755 3.961
C 1.698 -2.643 2.226
C 2.849 -1.911 1.845
C -0.937 2.734 -5.232
C 1.796 -4.008 2.508
C 2.612 -1.775 -2.620
C 4.069 -2.617 1.769
C -3.106 3.994 4.531
C -0.885 -3.868 0.273
C 0.473 -1.930 2.510
C 2.992 -4.687 2.397
C -0.389 2.441 -2.498
C 4.133 -3.969 2.025
C -0.505 1.534 -4.702
C -1.149 3.594 3.168
C 1.353 -1.137 -0.613
H -2.646 0.685 4.000
H -1.148 2.845 -6.282
H -0.985 0.055 -0.569
H -0.051 -4.520 0.043
H -1.999 -5.399 1.298
H -3.875 -3.843 1.846
H -1.818 5.531 3.748
H 3.202 -0.266 -1.249
H 4.946 -2.055 1.477
H 0.894 -4.530 2.813
H -0.245 -2.350 3.212
H -4.207 2.244 5.148
H 0.320 3.429 1.987
H -0.177 -3.631 -2.344
H 3.048 -5.749 2.600
H -3.770 4.694 5.028
H 0.137 0.414 -2.970
H 5.084 -4.483 1.932
H -2.576 0.234 0.074
H 3.478 -1.617 -3.254
H -0.936 4.492 -2.310
H -3.768 -1.495 1.123
H 1.746 -3.322 -3.849

Computed properties:
Charge   -2
LUMO level (spin up / spin down)   0.1197 / 0.1197 hartree
2S+1   2
HOMO (spin up / spin down)   -2.617 / -2.572 eV
Orbital gap (spin up / spin down)   0.2159 / 0.2142 hartree

Record 2
Computed, not measured: a structure of composition C22H20IN8O3RhS, with the ωB97M-V functional and the def2-TZVPD basis.

Element x y z (Å)
I -1.739 1.103 4.567
Rh 0.551 0.310 0.435
S -1.682 0.057 0.791
O 0.708 1.519 2.496
O 6.556 -3.432 3.266
O 4.712 -4.127 4.125
N 1.116 3.725 2.717
N -0.072 1.845 -0.654
N 5.355 -3.411 3.384
N -3.229 2.231 0.639
N 1.218 -1.317 1.523
N 2.738 0.624 0.432
N -1.259 2.390 -0.522
N 1.077 -0.232 -1.702
C -0.420 2.737 4.269
C 5.509 0.499 0.467
C 2.292 -0.321 -4.191
C 1.604 -1.364 -2.153
C 0.510 2.586 3.082
C 1.750 0.860 -3.746
C 4.864 1.513 -0.190
C 0.938 -3.260 2.861
C 0.519 2.048 -1.960
C 5.356 -1.528 1.896
C 4.603 -2.421 2.551
C -2.079 1.704 0.259
C 2.288 -3.368 3.055
C 3.367 -0.392 1.076
C 4.753 -0.479 1.135
C 0.315 3.335 -2.674
C 2.565 -1.403 1.710
C 2.210 -1.467 -3.397
C 0.434 -2.221 2.089
C 1.112 0.903 -2.485
C 3.468 1.544 -0.171
C 3.157 -2.420 2.470
H 0.156 4.151 -1.975
H 6.433 -1.590 1.974
H 2.687 -4.168 3.653
H 0.168 2.815 5.180
H 2.929 2.346 -0.661
H 2.603 -2.417 -3.730
H -3.524 3.125 0.270
H -1.030 3.630 4.170
H 1.160 3.575 -3.319
H 5.408 2.289 -0.710
H -3.906 1.668 1.130
H -0.574 3.272 -3.310
H 0.257 -3.977 3.300
H 2.778 -0.367 -5.157
H -0.629 -2.134 1.919
H 1.809 1.755 -4.351
H 1.797 3.703 1.978
H 0.999 4.583 3.230
H 1.536 -2.224 -1.494
H 6.591 0.443 0.487

Computed properties:
Charge   +2
LUMO level (spin up / spin down)   -0.2324 / -0.3062 hartree
2S+1   5
HOMO (spin up / spin down)   -12.727 / -14.420 eV
Orbital gap (spin up / spin down)   0.2353 / 0.2237 hartree

Record 3
Computed, not measured: the molecule C10H11N3S at a distorted geometry, with the ωB97M-V functional and the def2-TZVPD basis.

Element x y z (Å)
S 0.840 -0.669 -0.361
N 3.990 -0.794 -0.152
N 0.088 1.715 0.045
N 1.431 1.757 -0.083
C -0.383 0.530 -0.056
C 4.154 -0.960 1.253
C -4.094 0.752 0.411
C 3.447 0.489 -0.605
C -3.596 -1.562 -0.215
C -1.826 0.103 0.042
C -2.236 -1.197 -0.236
C -4.457 -0.549 0.170
C -2.774 1.111 0.273
C 1.951 0.594 -0.318
H -2.436 2.112 0.456
H 4.864 -1.023 -0.697
H -5.492 -0.736 0.281
H -3.883 -2.556 -0.422
H 4.045 1.293 -0.176
H -4.800 1.509 0.718
H 4.927 -0.199 1.655
H -1.562 -1.987 -0.582
H 3.184 -0.740 1.709
H 4.424 -2.000 1.513
H 3.596 0.420 -1.674

Computed properties:
LUMO level   0.0130 hartree
2S+1   1
HOMO   -8.924 eV
Orbital gap   0.3409 hartree
SMILES   CNCc1nnc(-c2ccccc2)s1

Record 4
Computed, not measured: a cluster of 2 separate species, C4H7NOS in total at a distorted geometry, with the ωB97M-V functional and the def2-TZVPD basis.

Element x y z (Å)
S 1.695 0.145 2.813
O 1.115 -2.445 -0.204
N -0.206 -0.554 -0.637
C 2.368 -0.299 1.407
C 0.728 -1.188 -0.136
C -2.044 0.998 -0.361
C -0.512 0.831 -0.583
H 3.322 -0.591 1.134
H -2.392 0.661 0.617
H -2.534 0.495 -1.239
H -0.297 1.413 -1.485
H 0.100 1.379 0.183
H 0.654 -2.996 -1.021
H -1.996 2.151 -0.488

Computed properties:
LUMO level (spin up / spin down)   -0.0184 / -0.0194 hartree
2S+1   1
HOMO (spin up / spin down)   -7.505 / -7.514 eV
Orbital gap (spin up / spin down)   0.2574 / 0.2568 hartree

Record 5
Computed, not measured: a structure of composition C12H15N4OPdS, with the ωB97M-V functional and the def2-TZVPD basis.

Element x y z (Å)
Pd -0.306 -0.576 -1.214
S -2.014 -1.460 0.177
O -0.034 0.534 -3.317
N -0.790 0.115 2.155
N -1.645 -1.786 2.792
N 1.462 0.634 -4.987
N -0.512 1.197 0.081
C -2.264 -3.098 2.745
C -0.325 1.212 1.398
C -1.430 -1.017 1.703
C 1.557 -1.369 -1.962
C -0.600 -0.005 3.534
C -0.114 2.249 -0.654
C -1.131 -1.174 3.914
C 0.284 2.290 2.032
C 0.518 3.343 -0.104
C 0.923 0.031 -3.921
C 1.509 -1.287 -3.483
C 0.723 3.353 1.268
H -1.197 -1.615 4.893
H -1.642 -3.783 2.170
H 2.209 0.220 -5.514
H 0.842 4.162 -0.728
H -2.378 -3.469 3.759
H 2.499 -1.434 -3.924
H 1.209 4.193 1.745
H 2.315 -0.706 -1.542
H -3.238 -3.038 2.265
H 1.053 1.491 -5.324
H -0.332 2.190 -1.712
H 0.408 2.318 3.103
H 1.712 -2.387 -1.614
H -0.125 0.742 4.138
H 0.855 -2.071 -3.873

Computed properties:
Charge   +1
LUMO level (spin up / spin down)   -0.1076 / -0.1469 hartree
2S+1   3
HOMO (spin up / spin down)   -10.573 / -11.467 eV
Orbital gap (spin up / spin down)   0.2810 / 0.2745 hartree

Record 6
Computed, not measured: a cluster of 2 separate species, C9H14 in total at a distorted geometry, with the ωB97M-V functional and the def2-TZVPD basis.

Element x y z (Å)
C -1.452 -1.161 -1.473
C 0.763 -0.351 1.169
C 2.649 1.057 -0.317
C 0.506 1.009 0.779
C -2.820 -1.439 -0.840
C 1.504 1.700 0.028
C -0.834 1.582 0.979
C 2.929 -0.218 0.272
C 2.013 -0.902 1.082
H 2.261 -1.841 1.534
H -3.586 -1.659 -1.582
H -1.318 -1.317 -2.536
H -0.669 -1.725 -1.029
H -0.724 2.576 1.443
H 3.454 1.523 -0.854
H 1.403 2.739 -0.259
H -0.074 -0.905 1.575
H -3.151 -0.517 -0.379
H -2.838 -2.247 -0.119
H -1.429 1.007 1.682
H 3.935 -0.608 0.158
H -1.321 1.799 0.035
H -1.203 -0.103 -1.346

Computed properties:
Charge   +1
LUMO level (spin up / spin down)   -0.1607 / -0.3001 hartree
2S+1   2
HOMO (spin up / spin down)   -14.696 / -14.737 eV
Orbital gap (spin up / spin down)   0.3794 / 0.2414 hartree